1.
128
Properties=species:S:1:pos:R:3:forces:R:3:mulliken_charge:R:1 method="wB97M-V/def2-TZVPD" gap_ha="0.1786 / 0.1653" e_homo_ev="-14.2 / -14.2" largest_force_ha_per_bohr=0.0299 charge=+3
Sn 0.927 -0.030 0.373 -1.3037 0.2789 -0.4025 0.6169
C -4.256 -1.588 2.347 -0.8101 0.1164 0.2241 -0.9398
N -2.881 -1.797 1.981 0.7702 0.1978 -0.3092 0.4031
C -2.057 -0.896 1.399 -0.4408 0.4923 -0.0542 -0.5794
N -0.867 -1.441 1.178 0.5433 0.8053 -0.0105 0.6684
C -0.921 -2.743 1.593 -0.7733 -0.2139 0.3820 -0.8279
C -2.187 -2.957 2.143 0.8289 -0.1277 -0.2475 0.8697
C -2.684 -4.122 2.875 -0.2647 -0.2881 0.4979 -0.4441
C -3.803 -4.849 2.469 0.3049 0.1549 -0.0361 0.0633
C -4.156 -6.008 3.138 -0.0186 -0.1571 0.0958 -0.9186
C -3.415 -6.445 4.227 -0.0398 0.1343 -0.0869 -0.5132
C -2.332 -5.696 4.671 -0.0071 -0.1015 0.0030 -0.8568
C -1.965 -4.548 3.999 -0.2613 0.2362 -0.1912 0.0113
C 0.102 -3.750 1.325 0.4809 -0.4861 -0.0771 0.8656
C 1.368 -3.432 0.831 -0.2008 0.2747 0.2746 0.8979
C 2.318 -4.401 0.579 0.1346 -0.1096 -0.0252 -0.9765
C 2.031 -5.739 0.803 -0.0037 0.1330 -0.0548 -0.7364
C 0.766 -6.086 1.245 0.0960 0.0200 -0.0813 -1.3050
C -0.183 -5.113 1.488 -0.0619 0.1134 -0.1049 -0.1262
P -2.644 0.795 1.022 0.7021 -0.1398 -0.0762 -0.7256
C -1.388 1.733 1.954 -0.4873 -0.1615 -0.2398 -0.7041
N -0.075 1.704 1.741 0.0422 -0.7862 -0.5594 0.8794
C 0.497 2.574 2.613 -0.3974 0.2915 0.5651 -0.6525
C -0.507 3.152 3.384 0.8002 -0.2438 -0.4013 0.7171
N -1.681 2.609 2.943 0.6615 -0.2958 -0.4113 0.4208
C -2.996 2.935 3.425 -0.8178 0.1635 0.2652 -1.0412
C -0.351 4.168 4.414 0.0089 0.5348 0.4126 0.0788
C -0.976 4.071 5.659 0.1861 -0.0760 -0.2671 -0.3895
C -0.714 5.011 6.639 0.0533 0.1747 0.1297 -0.8006
C 0.159 6.062 6.391 -0.0305 -0.1536 -0.0694 -0.4473
C 0.773 6.173 5.150 -0.0118 0.0463 0.1423 -0.8339
C 0.523 5.235 4.170 -0.3597 -0.1616 -0.0846 -0.1201
C 1.932 2.821 2.652 0.4210 -0.0521 -0.0192 0.1723
C 2.645 2.958 1.461 -0.3218 -0.0161 0.0719 -0.5074
C 4.000 3.230 1.490 0.1579 0.0173 -0.0085 -0.7110
C 4.657 3.350 2.707 0.0021 -0.0444 -0.1132 -0.5236
C 3.957 3.198 3.895 0.0350 -0.0870 -0.0073 -0.9127
C 2.600 2.936 3.872 -0.0695 -0.1547 -0.2069 -0.2112
C -1.950 1.077 -0.657 -0.6672 0.0351 0.5728 -0.7003
N -0.717 0.918 -1.126 0.5118 -0.3755 0.6247 1.1214
C -0.721 1.326 -2.433 -0.7736 0.2545 -0.3058 -0.4439
C -2.002 1.789 -2.738 0.7943 -0.1371 0.0116 0.4539
N -2.749 1.610 -1.615 0.7133 -0.3101 0.1395 0.5836
C -4.135 1.979 -1.476 -0.8387 0.2516 0.1708 -0.8747
C -2.509 2.468 -3.930 -0.2179 0.2467 -0.3105 -0.3294
C -3.631 1.991 -4.609 0.3087 -0.0249 0.0801 -0.1843
C -4.118 2.671 -5.711 -0.0440 0.0721 -0.0665 -0.9845
C -3.508 3.843 -6.130 -0.0325 -0.0878 0.0131 -0.5219
C -2.390 4.319 -5.463 0.0661 0.0310 -0.0140 -0.9863
C -1.881 3.634 -4.376 -0.2246 -0.1385 0.1682 0.0995
C 0.394 1.259 -3.357 -0.0104 -0.2671 -1.3343 0.4376
C 1.795 1.324 -2.851 -0.0395 0.2939 0.1391 0.3803
C 2.899 1.484 -3.921 0.4433 0.2196 -0.1461 -0.1102
C 2.480 1.599 -5.325 -0.9380 -0.0212 -0.6270 -1.4860
C 1.201 1.348 -5.674 1.4288 0.3296 -0.3760 -1.0904
C 0.172 1.174 -4.698 -0.2836 -0.1144 1.5090 -0.5644
H -4.427 -0.535 2.571 -0.0032 -0.1768 0.0031 0.3601
H -4.490 -2.186 3.227 0.0419 0.0425 -0.0503 0.3830
H -4.917 -1.890 1.532 0.0348 0.0267 0.0923 0.3254
H -4.365 -4.534 1.603 -0.1001 0.0261 -0.1305 0.3899
H -5.005 -6.582 2.798 -0.0678 -0.0369 -0.0062 0.4482
H -3.679 -7.362 4.731 -0.0583 -0.0441 0.0479 0.4639
H -1.765 -6.016 5.532 0.0270 -0.0391 0.0662 0.4599
H -1.111 -3.974 4.327 0.1340 0.0479 0.0420 0.4479
H 1.631 -2.396 0.639 0.1040 -0.1261 0.0840 -0.4814
H 3.291 -4.116 0.205 0.1113 0.0526 -0.0071 0.4871
H 2.775 -6.498 0.620 0.0844 -0.0602 -0.0193 0.4428
H 0.514 -7.123 1.396 -0.0560 -0.1144 0.0198 0.4983
H -1.163 -5.429 1.794 -0.0500 -0.0588 0.0290 0.7218
H -3.012 3.962 3.789 0.0632 -0.0913 -0.0582 0.4677
H -3.287 2.268 4.239 0.0232 0.0619 -0.0376 0.3256
H -3.715 2.835 2.612 0.0410 0.0358 0.0820 0.3501
H -1.631 3.240 5.874 -0.0821 -0.0998 0.0641 0.4531
H -1.179 4.919 7.609 -0.0689 -0.0010 0.0558 0.4307
H 0.367 6.786 7.163 -0.0074 0.0614 0.0647 0.4348
H 1.451 6.989 4.952 0.0312 0.0839 -0.0255 0.4572
H 0.984 5.326 3.198 0.0958 0.0412 -0.0777 0.5359
H 2.108 2.891 0.516 0.0761 0.1060 -0.0014 0.7280
H 4.542 3.381 0.568 0.0671 -0.0206 -0.0880 0.4614
H 5.715 3.560 2.729 0.1160 0.0735 0.0036 0.4913
H 4.469 3.275 4.840 0.0710 0.0413 0.0973 0.4903
H 2.051 2.813 4.792 -0.0289 0.0221 0.1186 0.6345
H -4.384 2.712 -2.244 0.0476 -0.1122 0.1502 0.4040
H -4.309 2.419 -0.494 0.0234 -0.0027 -0.1207 0.3245
H -4.788 1.111 -1.587 0.0842 0.0677 -0.0444 0.3064
H -4.106 1.076 -4.287 -0.0960 -0.1101 0.0406 0.4533
H -4.978 2.290 -6.238 -0.1259 -0.0336 -0.0594 0.4616
H -3.907 4.386 -6.971 -0.0294 0.0530 -0.1183 0.4525
H -1.918 5.233 -5.785 0.0609 0.1197 -0.0550 0.4847
H -1.016 4.012 -3.851 0.0915 0.0323 0.0506 0.4822
H 1.859 2.046 -2.031 0.1045 0.1020 -0.0653 0.6891
H 3.645 2.223 -3.633 0.0323 0.0308 -0.0589 0.5989
H 3.244 1.804 -6.062 -0.0275 0.0480 -0.0897 0.4598
H 0.908 1.352 -6.713 0.0513 0.0225 -0.1149 0.5637
H -0.830 1.040 -5.074 -0.0821 0.0862 0.0442 0.3827
I 3.747 -0.516 2.110 0.6792 0.0125 -0.3049 0.2803
C 4.971 -0.383 0.373 -0.4601 -0.0955 0.7955 -0.3187
C 6.311 -0.566 0.544 -0.1447 0.0420 0.1096 -0.4616
C 7.206 -0.433 -0.544 -0.0542 0.0222 -0.0239 -0.7890
C 6.738 -0.157 -1.792 -0.0967 -0.0171 -0.1400 -1.0461
C 5.340 -0.089 -2.050 -0.1025 -0.1579 0.1399 0.9222
C 4.858 -0.105 -3.332 0.0769 -0.0172 -0.1173 -1.5638
C 3.448 0.007 -3.660 -0.1777 -0.0069 0.2106 -0.7016
C 2.461 -0.024 -2.464 -0.3529 -0.3462 0.2554 1.7525
C 3.065 0.024 -1.144 -0.2412 -0.2467 -0.2219 -0.3073
C 4.396 -0.155 -0.919 -0.0644 0.1636 0.5443 0.9549
H 6.709 -0.775 1.526 0.0229 -0.0431 0.0522 0.5531
H 8.261 -0.558 -0.365 0.1467 0.0800 -0.0034 0.4771
H 7.417 0.001 -2.615 0.1017 -0.0965 -0.1094 0.5207
H 5.555 -0.254 -4.146 0.1505 0.1430 -0.0785 0.5234
H 3.170 -0.640 -4.493 -0.0079 0.0656 0.1079 0.7114
H 1.750 -0.853 -2.537 0.0078 -0.0775 0.0535 -0.8311
C -2.053 -1.538 -3.767 -0.3231 0.0630 -0.2479 -0.5518
O -0.747 -1.813 -3.291 0.5902 -0.1104 1.1686 -0.2546
P -0.397 -2.254 -1.728 -0.3733 -0.6040 -1.2901 0.6977
O -1.825 -2.694 -1.136 0.4346 0.4590 0.0397 0.2084
C -2.469 -3.917 -1.523 -0.2671 -0.2869 -0.0471 -0.9395
O 0.216 -3.727 -2.001 -0.5213 0.3606 0.2914 -0.3377
C 1.405 -3.889 -2.746 0.2860 -0.1405 -0.2802 -0.7610
H -2.366 -2.322 -4.460 0.0230 0.0523 0.0226 0.4774
H -2.025 -0.584 -4.294 -0.0885 -0.0718 -0.0056 -0.0590
H -2.774 -1.483 -2.948 0.0068 0.0434 -0.0562 0.2425
H -3.513 -3.819 -1.223 0.1028 -0.0450 -0.0297 0.2114
H -1.999 -4.756 -1.011 -0.0363 0.0365 0.0091 0.1868
H -2.409 -4.080 -2.599 -0.0002 0.0214 0.0153 0.4086
H 1.598 -4.960 -2.788 0.1080 0.1195 -0.0112 0.3293
H 2.241 -3.385 -2.255 0.1149 -0.0285 0.0507 0.2107
H 1.287 -3.501 -3.760 -0.0179 -0.0370 0.0059 0.3237



2.
133
Properties=species:S:1:pos:R:3:forces:R:3:mulliken_charge:R:1 method="wB97M-V/def2-TZVPD" gap_ha=0.3167 e_above_lowest_kcal_mol=21.2 e_homo_ev=-8.3 largest_force_ha_per_bohr=0.0297
Al -1.736 -0.658 -0.830 1.0816 0.1926 0.4533 0.0641
C 2.151 -2.908 -1.881 0.1127 0.6148 0.2220 -1.5005
C 3.343 -1.942 -1.745 -0.2215 0.0771 -0.0124 0.6190
C 3.671 -1.495 -0.321 -0.4634 -0.1893 -0.1283 -1.8128
Sb 2.242 -0.179 0.693 1.1651 0.1429 -0.0590 0.5326
C 3.362 1.561 0.022 -0.5143 -0.1796 -0.0971 0.5300
C 3.253 2.728 0.769 -0.0583 0.0973 -0.0684 -0.5800
C 3.874 3.899 0.359 -0.0345 0.0082 0.0690 -0.6642
C 4.616 3.917 -0.813 0.0641 0.0099 0.0137 -0.7119
C 4.752 2.754 -1.554 0.0084 0.0695 -0.0510 -0.6472
C 4.126 1.587 -1.141 -0.1310 -0.1144 -0.0737 -0.0872
C 3.452 -0.303 2.487 -0.3792 -0.0198 -0.1463 0.3403
C 2.979 -1.005 3.590 -0.0861 0.0027 -0.0091 -0.4103
C 3.744 -1.111 4.744 0.0097 -0.0421 0.0540 -0.5464
C 4.995 -0.517 4.801 0.0178 -0.0071 0.0191 -0.4547
C 5.481 0.176 3.700 0.0017 -0.0275 0.0141 -0.8555
C 4.713 0.281 2.550 0.0165 0.0225 -0.0564 -0.1685
Sb 0.132 -2.143 -2.240 0.9512 -0.7998 -0.8868 0.5481
C 0.306 -1.486 -4.269 -0.0530 0.1337 0.3548 0.6927
C 1.464 -1.542 -5.034 0.0598 -0.0494 0.1270 -0.2011
C 1.442 -1.139 -6.361 0.0310 -0.0316 -0.0588 -0.8061
C 0.266 -0.669 -6.927 -0.0127 -0.0176 -0.0067 -0.5853
C -0.894 -0.607 -6.168 -0.0397 0.0028 -0.0265 -0.7254
C -0.872 -1.013 -4.843 0.0352 0.0193 0.1363 -0.6769
C -0.505 -4.131 -2.745 -0.1638 0.2284 0.2426 0.8023
C -1.240 -4.882 -1.837 0.0313 0.0597 -0.0371 -0.0933
C -1.585 -6.193 -2.140 0.0053 -0.0378 0.0352 -0.6896
C -1.191 -6.758 -3.342 -0.0154 -0.0083 0.0193 -0.5407
C -0.459 -6.008 -4.252 0.0371 -0.0093 -0.0296 -0.7806
C -0.118 -4.697 -3.956 0.0384 0.1661 0.0064 -0.3194
H 2.070 -3.522 -0.982 -0.0927 -0.1096 -0.0641 0.5934
H 2.324 -3.575 -2.727 -0.2406 -0.0508 -0.0076 0.6067
H 3.189 -1.067 -2.387 0.0821 -0.0605 -0.0578 -0.7622
H 4.225 -2.466 -2.132 -0.0282 0.0711 -0.0781 0.5254
H 4.610 -0.939 -0.304 -0.0246 -0.0436 0.0927 0.7248
H 3.793 -2.378 0.311 0.0071 0.0479 0.0875 0.7703
H 2.679 2.714 1.686 -0.1075 0.1171 0.1372 0.4956
H 3.775 4.796 0.954 -0.0087 0.0366 0.0142 0.4285
H 5.090 4.832 -1.144 0.0091 0.0068 0.0049 0.3864
H 5.342 2.757 -2.462 -0.0079 -0.0015 -0.0356 0.4169
H 4.232 0.697 -1.749 0.0239 0.0281 -0.0059 0.0097
H 2.004 -1.473 3.551 -0.1222 -0.0090 0.0615 0.2075
H 3.356 -1.652 5.597 -0.0010 -0.0017 0.0068 0.4558
H 5.591 -0.594 5.700 0.0059 0.0050 0.0135 0.3790
H 6.458 0.640 3.737 0.0144 -0.0039 0.0073 0.3926
H 5.097 0.829 1.700 0.0480 0.0257 0.0186 0.4465
H 2.387 -1.904 -4.596 0.0380 -0.0149 -0.0430 0.2505
H 2.342 -1.204 -6.960 0.0262 0.0356 0.0123 0.4438
H 0.253 -0.353 -7.961 -0.0036 0.0015 -0.0223 0.3884
H -1.815 -0.249 -6.608 -0.0079 0.0392 0.0065 0.4319
H -1.775 -0.965 -4.242 -0.0675 0.0416 -0.1146 0.5272
H -1.577 -4.448 -0.909 0.0566 -0.1186 0.0221 -0.2612
H -2.171 -6.765 -1.433 -0.0069 -0.0035 0.0139 0.4631
H -1.457 -7.781 -3.572 -0.0134 -0.0133 -0.0238 0.3666
H -0.158 -6.441 -5.197 0.0065 -0.0080 -0.0164 0.4270
H 0.442 -4.110 -4.675 -0.0066 -0.0470 -0.0481 0.3027
C -3.763 0.337 3.562 -0.0248 0.1045 0.1436 -1.4145
N -2.493 0.104 2.872 -0.0291 -1.0238 -0.9320 0.3887
P -1.374 -1.153 3.309 -0.3822 0.1733 0.4312 0.9987
C -1.184 -0.824 5.118 0.4686 0.1006 -0.1680 1.1643
C -1.360 0.417 5.723 -0.0757 -0.0061 -0.0304 -0.1590
C -1.013 0.612 7.053 0.0063 0.0353 0.0314 -0.8977
C -0.466 -0.422 7.793 -0.0008 -0.0322 0.0879 -0.6080
C -0.263 -1.660 7.197 0.0085 0.0416 -0.0623 -0.6918
C -0.611 -1.853 5.872 -0.0436 0.0608 0.0385 -1.0085
C -2.233 -2.775 3.547 0.0787 0.1270 -0.4660 0.3222
C -1.447 -3.903 3.309 0.0268 0.2412 -0.1614 0.0460
C -1.965 -5.179 3.452 0.0109 -0.1201 -0.0013 -0.8205
C -3.291 -5.345 3.819 0.0407 -0.0673 0.0172 -0.6275
C -4.079 -4.232 4.068 -0.0636 0.0511 0.0551 -0.7682
C -3.551 -2.956 3.947 -0.0867 -0.0448 -0.0553 -0.1403
P -2.408 0.661 1.225 0.0888 1.0483 1.0460 0.8002
C -1.496 2.228 1.571 0.2049 -0.0324 -0.3060 0.9818
C -1.511 3.254 0.624 0.0871 -0.0819 0.0081 -1.0549
C -0.984 4.496 0.931 0.0147 0.0678 -0.1149 -0.8715
C -0.439 4.735 2.185 0.0586 0.0129 0.0484 -0.9061
C -0.379 3.710 3.115 0.0648 -0.0255 -0.0653 -0.4676
C -0.885 2.456 2.799 0.0538 -0.0722 -0.0863 -0.6701
C -4.006 1.451 0.791 -0.0094 -0.1325 -0.1296 0.9517
C -4.475 2.587 1.453 0.0314 0.0438 -0.0550 -0.2112
C -5.619 3.231 1.016 0.0163 0.0239 0.0922 -0.9216
C -6.298 2.764 -0.100 -0.0175 -0.0646 -0.0184 -0.6089
C -5.834 1.647 -0.775 -0.0436 0.0590 -0.0350 -0.9170
C -4.692 0.995 -0.333 0.1105 -0.0050 0.1449 -0.2844
H -3.705 -0.080 4.565 -0.0053 0.0073 -0.0168 0.7727
H -4.606 -0.106 3.029 0.0052 -0.0294 0.0016 0.1345
H -3.931 1.412 3.656 -0.0676 -0.1079 0.1104 0.2033
H -1.778 1.240 5.157 -0.0480 -0.0185 0.0783 0.2544
H -1.164 1.582 7.510 -0.0249 0.0113 0.0030 0.4238
H -0.199 -0.268 8.830 0.0133 0.0166 0.0171 0.3880
H 0.173 -2.475 7.761 -0.0051 0.0087 0.0237 0.4429
H -0.437 -2.816 5.410 -0.0069 -0.0292 0.0782 0.3369
H -0.418 -3.767 2.994 -0.0009 -0.0419 -0.0851 0.4491
H -1.342 -6.042 3.252 0.0007 0.0121 0.0122 0.4190
H -3.707 -6.339 3.907 -0.0229 -0.0064 0.0034 0.3816
H -5.115 -4.355 4.354 -0.0061 -0.0118 0.0056 0.4401
H -4.188 -2.111 4.151 -0.0331 0.0309 -0.0246 0.1950
H -1.968 3.083 -0.344 -0.0956 0.1021 0.0159 0.5945
H -1.016 5.289 0.196 -0.0018 0.0164 -0.0282 0.4925
H -0.055 5.716 2.433 0.0018 0.0185 -0.0091 0.3929
H 0.056 3.879 4.092 0.0468 0.0070 0.0013 0.4690
H -0.813 1.649 3.511 0.0044 0.1373 -0.0299 0.2531
H -3.927 2.992 2.294 -0.0129 0.0371 -0.0118 0.2820
H -5.975 4.108 1.540 0.0117 0.0189 0.0075 0.4357
H -7.184 3.280 -0.447 -0.0246 -0.0062 -0.0104 0.3964
H -6.355 1.285 -1.651 0.0276 -0.0145 -0.0146 0.4844
H -4.324 0.130 -0.864 -0.1898 0.0081 -0.0512 0.2354
O -3.877 -1.531 0.920 -0.2064 -0.0390 0.5060 -0.3849
S -3.071 -2.373 0.075 -0.6731 -1.0070 -0.1419 1.1447
O -3.077 -1.719 -1.344 -0.3397 0.1574 0.0364 -0.7518
O -1.571 -2.115 0.349 -0.3376 -0.0662 0.2657 0.6716
O -3.414 -3.748 0.026 0.0305 -0.3469 0.1021 -0.6961
C 3.222 1.868 -5.184 -0.0781 0.0781 -0.0268 -1.0240
C 2.497 3.157 -4.916 -0.0444 -0.1081 0.0976 0.9266
C 2.929 4.351 -5.472 -0.0773 0.0540 0.0676 -0.9038
C 2.264 5.536 -5.202 -0.0906 -0.1421 0.0238 0.2366
Cl 2.845 7.018 -5.890 0.0657 0.1602 -0.0850 -0.2408
C 1.140 5.549 -4.398 0.0694 0.0193 -0.0379 -1.0694
C 0.690 4.361 -3.845 -0.0700 -0.0681 0.0759 -0.7161
C 1.368 3.175 -4.088 0.2001 0.2124 -0.0222 0.7191
O 1.002 1.978 -3.534 -0.1456 0.0687 -0.1110 0.3712
C 0.299 1.993 -2.315 0.0557 -0.1175 0.1184 1.0650
C -1.206 1.781 -2.467 0.3022 0.1052 -0.1418 0.4271
O -1.906 2.493 -3.136 -0.0267 -0.1397 0.0296 -0.6565
O -1.647 0.766 -1.747 -0.2172 0.4744 -0.3679 -0.5673
H 4.298 2.032 -5.253 0.0092 0.0055 0.0004 0.4465
H 2.882 1.435 -6.126 0.0075 -0.0742 -0.0010 0.3978
H 3.007 1.150 -4.396 0.0922 -0.0657 -0.0163 -0.3828
H 3.800 4.364 -6.114 0.0422 -0.0147 0.0087 0.4466
H 0.617 6.475 -4.211 -0.0125 0.0146 0.0067 0.4464
H -0.208 4.356 -3.242 -0.0368 0.0009 -0.0441 0.4842
H 0.465 2.920 -1.758 0.0486 -0.0627 0.0183 0.7590
H 0.683 1.162 -1.729 0.2003 -0.0319 0.1042 -1.3188